86
Properties=species:S:1:pos:R:3 method="wB97M-V/def2-TZVPD" e_tot_ev=-244104.89135 spin_multiplicity=1 e_homo_ev=-13.3714 e_lumo_ha=-0.2103 total_charge=+2 relative_energy_kj_mol=25.5 homo_lumo_gap_ev=7.649 largest_force_ha_per_bohr=0.0117
Y 0.00 -0.23 0.73
N 1.44 -4.16 -1.62
C 0.71 -3.35 -0.87
N 1.19 -2.38 -0.14
C 2.57 -2.24 -0.07
N 3.14 -1.46 0.80
N 2.18 -0.85 1.62
C 2.50 -0.78 2.85
C 1.58 -0.15 3.81
C 1.95 -0.01 5.13
C 1.08 0.61 6.01
C -0.13 1.07 5.52
C -0.43 0.88 4.17
N 0.40 0.28 3.32
C 3.42 -3.01 -0.98
C 4.80 -2.81 -1.08
C 5.55 -3.59 -1.93
C 4.94 -4.59 -2.69
C 3.58 -4.81 -2.60
C 2.83 -4.00 -1.75
H 0.98 -4.91 -2.12
H -0.36 -3.53 -0.86
H 3.45 -1.19 3.18
H 2.91 -0.38 5.46
H 1.34 0.73 7.05
H -0.84 1.56 6.16
H -1.37 1.22 3.76
H 5.27 -2.04 -0.48
H 6.62 -3.43 -2.01
H 5.53 -5.21 -3.35
H 3.10 -5.58 -3.18
Se -2.72 7.01 2.39
N -1.14 6.24 2.66
C -1.16 5.12 1.97
C -0.02 4.20 1.91
C 1.19 4.47 2.54
C 2.23 3.58 2.40
C 2.02 2.41 1.68
N 0.86 2.12 1.10
C -0.15 3.02 1.19
C -1.39 2.72 0.44
N -1.43 1.57 -0.25
C -2.52 1.28 -0.95
C -3.62 2.13 -1.02
C -3.59 3.30 -0.31
C -2.46 3.61 0.44
C -2.35 4.84 1.24
N -3.31 5.72 1.32
H 1.30 5.39 3.10
H 3.20 3.77 2.84
H 2.81 1.69 1.56
H -2.52 0.34 -1.48
H -4.47 1.85 -1.62
H -4.42 3.99 -0.31
O -2.21 0.27 2.01
C -2.49 -0.93 1.90
C -3.63 -1.66 2.56
C -3.44 -3.10 2.07
C -2.24 -3.03 1.13
O -1.83 -3.94 0.46
N -1.71 -1.73 1.13
H -4.57 -1.21 2.24
H -3.56 -1.54 3.64
H -4.29 -3.51 1.53
H -3.20 -3.80 2.87
C -0.66 -0.78 -5.90
Ge -1.45 -0.25 -4.22
C -3.13 0.68 -4.43
C -1.64 -1.83 -3.09
C -0.17 0.99 -3.35
Se 1.00 0.07 -2.11
C 2.34 1.47 -1.87
H -1.25 -1.57 -6.36
H 0.35 -1.16 -5.73
H -0.61 0.06 -6.59
H -3.68 0.26 -5.27
H -2.97 1.74 -4.63
H -3.76 0.58 -3.54
H -2.46 -2.46 -3.45
H -1.84 -1.61 -2.04
H -0.72 -2.41 -3.15
H -0.67 1.81 -2.83
H 0.48 1.41 -4.12
H 1.89 2.36 -1.43
H 2.76 1.70 -2.85
H 3.12 1.08 -1.23


83
Properties=species:S:1:pos:R:3 method="wB97M-V/def2-TZVPD" e_tot_ev=-69881.04342 spin_multiplicity=5 e_homo_ev="-6.4790 / -8.2382" e_lumo_ha="-0.0267 / -0.1039" relative_energy_kj_mol=59.0 homo_lumo_gap_ev="5.752 / 5.410" largest_force_ha_per_bohr=0.0353
Rh 0.51 0.19 -0.15
N -2.42 1.57 2.97
C -1.47 1.12 2.13
S -1.94 0.21 0.77
N -0.22 1.41 2.48
N 0.75 1.01 1.68
C 1.94 1.40 2.10
C 3.19 0.98 1.62
C 4.35 1.60 2.14
C 5.60 1.17 1.82
C 5.75 0.04 0.97
C 4.66 -0.60 0.46
C 3.33 -0.15 0.72
O 2.35 -0.77 0.20
H -3.38 1.56 2.66
H -2.15 2.26 3.65
H 1.93 2.08 2.95
H 4.22 2.45 2.81
H 6.47 1.66 2.22
H 6.74 -0.31 0.73
H 4.76 -1.46 -0.19
C 1.23 -2.34 2.63
C -0.16 -2.83 2.34
C -0.92 -3.40 3.36
C -2.21 -3.85 3.12
C -2.75 -3.74 1.84
C -2.02 -3.18 0.80
C -2.61 -3.08 -0.58
C -0.71 -2.72 1.06
N 0.00 -2.10 0.04
C 0.35 -2.67 -1.11
C 0.42 -4.17 -1.23
C 0.68 -1.85 -2.20
C 1.20 -2.47 -3.46
N 0.53 -0.52 -2.05
C 0.54 0.34 -3.18
C -0.49 0.22 -4.12
C -1.64 -0.73 -3.91
C -0.47 1.04 -5.25
C 0.53 1.97 -5.45
C 1.52 2.10 -4.49
C 1.54 1.30 -3.35
C 2.65 1.46 -2.35
H 1.65 -2.85 3.50
H 1.21 -1.26 2.85
H 1.88 -2.49 1.78
H -0.49 -3.50 4.35
H -2.79 -4.29 3.92
H -3.76 -4.09 1.65
H -3.69 -3.23 -0.54
H -2.18 -3.84 -1.24
H -2.40 -2.11 -1.02
H 0.01 -4.65 -0.34
H 1.46 -4.49 -1.35
H -0.14 -4.52 -2.10
H 2.07 -3.09 -3.24
H 1.49 -1.70 -4.18
H 0.46 -3.11 -3.93
H -1.82 -0.89 -2.85
H -1.44 -1.70 -4.37
H -2.54 -0.33 -4.37
H -1.27 0.94 -5.98
H 0.54 2.59 -6.33
H 2.30 2.84 -4.62
H 3.35 2.24 -2.67
H 3.21 0.53 -2.23
H 2.25 1.76 -1.38
O -0.55 3.44 0.54
C -0.75 3.02 -0.60
O -0.40 1.88 -1.07
C -1.45 3.90 -1.61
C -1.80 3.40 -2.86
C -2.43 4.21 -3.79
C -2.70 5.53 -3.44
C -2.36 6.04 -2.20
C -1.73 5.22 -1.28
N -3.38 6.39 -4.41
O -3.60 7.54 -4.09
O -3.67 5.91 -5.49
H -1.56 2.37 -3.10
H -2.70 3.85 -4.77
H -2.59 7.08 -1.98
H -1.46 5.58 -0.30


81
Properties=species:S:1:pos:R:3 method="wB97M-V/def2-TZVPD" e_tot_ev=-58815.83768 spin_multiplicity=1 e_homo_ev=-7.7006 smiles=Oc1ccc(O)cc1.Oc1ccc(O)cc1.Oc1ccc(O)cc1.Oc1ccc(O)cc1.Oc1ccc(O)cc1.c1ccncc1 e_lumo_ha=0.0075 relative_energy_kj_mol=114.2 homo_lumo_gap_ev=7.905 largest_force_ha_per_bohr=0.1999
N -1.95 -2.36 3.96
C -2.06 -3.67 3.95
C -1.08 -4.53 3.38
C 0.16 -3.93 3.00
C 0.34 -2.59 3.19
C -0.77 -1.82 3.77
H -3.05 -4.02 4.11
H -0.86 -5.55 3.21
H 0.84 -4.70 2.48
H 1.16 -2.16 2.84
H -0.72 -0.84 3.79
C -3.93 -1.96 1.09
C -2.62 -2.43 0.27
C -2.51 -2.01 -1.05
C -3.51 -1.22 -1.73
C -4.74 -1.10 -1.04
C -4.99 -1.39 0.30
O -6.06 -0.94 1.01
O -1.48 -2.54 -1.73
H -3.72 -2.11 2.02
H -1.66 -2.63 0.62
H -3.22 -1.00 -2.70
H -5.44 -0.45 -1.45
H -6.74 -0.58 0.44
H -1.55 -2.60 -2.69
C 4.07 -2.87 -3.64
C 3.90 -1.44 -4.07
C 2.68 -0.87 -3.70
C 1.67 -1.56 -2.95
C 1.85 -2.83 -2.51
C 2.99 -3.49 -2.96
O 3.26 -4.79 -2.50
O 2.46 0.40 -4.10
H 5.21 -3.21 -3.80
H 4.65 -0.87 -4.63
H 0.86 -0.93 -2.71
H 1.22 -3.35 -1.96
H 4.17 -5.29 -2.52
H 1.70 0.83 -3.75
C 3.99 4.05 5.03
C 4.61 2.67 5.09
C 3.89 1.71 4.33
C 2.70 1.97 3.60
C 2.04 3.19 3.69
C 2.73 4.30 4.35
O 2.21 5.55 4.40
O 4.28 0.45 4.31
H 4.61 4.63 5.57
H 5.48 2.33 5.64
H 2.28 1.16 3.24
H 1.11 3.32 3.13
H 2.50 6.31 5.16
H 4.45 0.07 3.57
C -0.34 2.21 0.94
C 0.95 2.85 0.28
C 1.91 2.01 -0.17
C 1.75 0.66 -0.12
C 0.59 0.02 0.32
C -0.43 0.80 0.92
O -1.55 0.35 1.45
O 3.09 2.48 -0.71
H -1.14 2.71 1.20
H 0.90 3.86 0.27
H 2.58 -0.06 -0.47
H 0.37 -1.12 0.25
H -1.81 -0.39 1.01
H 3.05 3.48 -0.76
C -1.54 2.10 -4.69
C -3.00 2.33 -5.06
C -3.95 2.23 -4.12
C -3.54 1.95 -2.78
C -2.21 1.68 -2.40
C -1.23 1.83 -3.38
O 0.03 1.37 -3.09
O -5.32 2.45 -4.36
H -0.98 2.19 -5.48
H -3.20 2.64 -6.13
H -4.43 1.78 -1.98
H -1.91 1.41 -1.43
H 0.02 1.31 -2.20
H -6.11 2.53 -3.66


75
Properties=species:S:1:pos:R:3 method="wB97M-V/def2-TZVPD" e_tot_ev=-69187.69373 spin_multiplicity=1 e_homo_ev=-14.1557 e_lumo_ha=-0.2230 total_charge=+2 homo_lumo_gap_ev=8.087 largest_force_ha_per_bohr=0.0173
Sn -0.24 0.62 0.51
O -1.77 2.38 -1.41
C -0.68 2.30 -0.93
C 0.51 3.13 -1.24
C 0.29 4.43 -1.69
C 1.37 5.26 -1.94
C 2.66 4.79 -1.75
C 2.89 3.49 -1.33
C 1.81 2.64 -1.07
P 2.09 0.93 -0.57
C 3.70 0.83 0.21
C 3.85 1.34 1.50
C 5.11 1.35 2.09
C 6.20 0.85 1.39
C 6.05 0.34 0.11
C 4.80 0.33 -0.49
C 2.08 -0.11 -2.04
C 2.24 -1.49 -1.85
C 2.17 -2.34 -2.94
C 1.92 -1.83 -4.21
C 1.76 -0.46 -4.39
C 1.83 0.40 -3.30
H -0.73 4.77 -1.82
H 1.20 6.28 -2.27
H 3.50 5.45 -1.94
H 3.90 3.13 -1.21
H 3.00 1.73 2.04
H 5.23 1.74 3.09
H 7.18 0.86 1.85
H 6.90 -0.04 -0.43
H 4.68 -0.07 -1.49
H 2.45 -1.89 -0.86
H 2.32 -3.40 -2.80
H 1.87 -2.49 -5.06
H 1.57 -0.07 -5.38
H 1.71 1.47 -3.46
C -2.45 1.96 2.77
Si -1.61 0.53 3.61
C -2.78 -0.89 3.78
C -0.85 1.00 5.23
C -0.14 0.00 2.50
H -3.35 2.26 3.31
H -2.77 1.70 1.75
H -1.80 2.84 2.71
H -3.60 -0.60 4.44
H -2.30 -1.76 4.24
H -3.22 -1.20 2.83
H -1.63 1.25 5.95
H -0.20 1.86 5.13
H -0.27 0.17 5.64
H 0.04 -1.08 2.46
H 0.79 0.48 2.83
Te -1.23 -1.20 -1.47
C -3.27 -0.72 -1.28
C -3.87 -0.09 -2.36
C -5.22 0.24 -2.28
C -5.94 -0.06 -1.13
C -5.33 -0.70 -0.06
C -3.98 -1.04 -0.13
C -1.25 -3.08 -0.56
C -1.22 -4.18 -1.42
C -1.33 -5.46 -0.88
C -1.45 -5.62 0.49
C -1.47 -4.52 1.34
C -1.36 -3.24 0.81
H -3.31 0.15 -3.25
H -5.70 0.73 -3.11
H -6.99 0.19 -1.07
H -5.90 -0.95 0.82
H -3.52 -1.57 0.69
H -1.13 -4.05 -2.49
H -1.31 -6.32 -1.53
H -1.54 -6.62 0.91
H -1.56 -4.66 2.41
H -1.37 -2.39 1.48


79
Properties=species:S:1:pos:R:3 method="wB97M-V/def2-TZVPD" e_tot_ev=-58481.25514 spin_multiplicity=2 e_homo_ev="-3.7388 / -5.0605" e_lumo_ha="0.0932 / 0.0885" total_charge=-1 homo_lumo_gap_ev="6.276 / 7.468" largest_force_ha_per_bohr=0.0032
Au 1.09 2.31 -0.18
O 3.48 1.10 1.90
C 2.34 0.89 2.24
N 1.98 0.12 3.35
C 0.56 0.26 3.63
C 0.10 1.06 2.37
O -1.06 1.36 2.17
N 1.19 1.35 1.62
C 0.34 1.10 4.89
C 0.35 2.49 4.84
C 0.25 3.23 6.01
C 0.14 2.60 7.24
C 0.12 1.21 7.29
C 0.22 0.47 6.13
C -0.16 -1.08 3.70
C -1.55 -1.11 3.77
C -2.22 -2.32 3.84
C -1.51 -3.52 3.85
C -0.13 -3.49 3.78
C 0.54 -2.27 3.70
H 2.64 0.13 4.11
H 0.44 2.99 3.89
H 0.26 4.31 5.95
H 0.05 3.18 8.14
H 0.03 0.71 8.25
H 0.19 -0.61 6.18
H -2.10 -0.18 3.76
H -3.30 -2.33 3.88
H -2.04 -4.46 3.90
H 0.44 -4.41 3.78
H 1.62 -2.25 3.62
C 2.44 5.02 -1.61
C 1.49 4.24 -2.51
O 1.25 4.68 -3.66
N 0.94 3.14 -2.01
Te -0.59 2.45 -3.43
C -0.99 1.30 -5.32
C -2.07 0.42 -5.46
C -3.05 0.16 -4.35
C -2.24 -0.25 -6.67
C -1.38 -0.06 -7.74
C -1.58 -0.79 -9.04
C -0.33 0.84 -7.59
C -0.13 1.52 -6.40
C 1.04 2.47 -6.29
C -0.60 0.66 -2.28
C -1.53 0.46 -1.26
C -2.61 1.44 -0.89
C -1.44 -0.69 -0.48
C -0.46 -1.64 -0.69
C -0.34 -2.85 0.20
C 0.46 -1.42 -1.71
C 0.42 -0.29 -2.50
C 1.50 -0.08 -3.53
H 3.03 5.71 -2.22
H 3.09 4.34 -1.06
H 1.86 5.59 -0.88
H -3.27 1.07 -3.79
H -2.65 -0.56 -3.63
H -3.98 -0.24 -4.75
H -3.08 -0.94 -6.78
H -2.48 -1.41 -9.02
H -0.73 -1.45 -9.25
H -1.67 -0.10 -9.88
H 0.34 1.01 -8.42
H 1.55 2.55 -7.25
H 1.76 2.13 -5.54
H 0.74 3.47 -5.97
H -2.71 2.26 -1.60
H -2.37 1.86 0.09
H -3.57 0.93 -0.81
H -2.14 -0.82 0.33
H -1.21 -2.94 0.86
H 0.54 -2.77 0.84
H -0.25 -3.76 -0.38
H 1.26 -2.15 -1.87
H 2.23 -0.88 -3.48
H 2.01 0.87 -3.34
H 1.09 -0.05 -4.54


81
Properties=species:S:1:pos:R:3 method="wB97M-V/def2-TZVPD" e_tot_ev=-131914.30371 spin_multiplicity=1 e_homo_ev=-11.6295 e_lumo_ha=-0.0885 total_charge=+1 homo_lumo_gap_ev=9.221 largest_force_ha_per_bohr=0.0252
C -2.92 -0.03 3.10
C -2.33 -0.05 2.06
C -1.28 0.12 1.15
C -0.74 -0.72 0.27
N 0.32 -0.03 -0.32
C 1.26 -0.52 -1.31
C 2.48 -1.18 -0.68
O 3.46 -1.41 -1.30
Cl 2.36 -1.66 1.03
C 0.38 1.19 0.20
C 1.30 2.32 -0.06
C 2.45 2.24 0.97
C 2.07 2.92 2.28
Br 4.09 2.94 0.21
N -0.58 1.32 1.10
H -3.42 -0.03 4.04
H -1.02 -1.72 0.03
H 1.64 0.31 -1.89
H 0.82 -1.23 -1.99
H 0.74 3.24 0.04
H 1.70 2.31 -1.07
H 2.62 1.19 1.16
H 1.36 3.72 2.10
H 2.93 3.28 2.82
H 1.58 2.18 2.93
H -0.74 2.15 1.66
N -0.53 2.04 4.98
C -0.58 0.76 5.35
C -0.61 0.33 6.66
C -0.58 1.29 7.66
C -0.53 2.63 7.30
C -0.50 2.95 5.95
H -0.59 0.04 4.53
H -0.66 -0.72 6.90
H -0.61 1.01 8.70
H -0.50 3.41 8.05
H -0.46 3.98 5.62
N -1.52 5.07 0.58
C -1.81 5.27 -0.71
C -1.91 6.53 -1.28
C -1.71 7.64 -0.48
C -1.42 7.45 0.86
C -1.34 6.15 1.34
H -1.96 4.38 -1.31
H -2.14 6.63 -2.33
H -1.78 8.64 -0.89
H -1.26 8.28 1.53
H -1.11 5.95 2.38
N -0.35 0.01 -4.05
C 0.12 1.04 -4.75
C -0.12 1.22 -6.11
C -0.88 0.27 -6.77
C -1.38 -0.81 -6.05
C -1.09 -0.89 -4.70
H 0.71 1.76 -4.20
H 0.28 2.07 -6.63
H -1.09 0.37 -7.83
H -1.98 -1.57 -6.53
H -1.46 -1.72 -4.11
N -0.24 -4.23 -4.06
C 0.41 -4.86 -5.04
C 1.76 -5.17 -4.99
C 2.49 -4.81 -3.87
C 1.83 -4.16 -2.84
C 0.47 -3.90 -2.98
H -0.19 -5.13 -5.90
H 2.24 -5.68 -5.82
H 3.54 -5.03 -3.79
H 2.35 -3.86 -1.94
H -0.08 -3.40 -2.20
N -1.54 -5.82 2.45
C -1.42 -6.79 1.55
C -0.40 -6.84 0.60
C 0.54 -5.83 0.60
C 0.43 -4.81 1.53
C -0.63 -4.85 2.43
H -2.18 -7.56 1.58
H -0.35 -7.66 -0.11
H 1.35 -5.83 -0.12
H 1.14 -3.99 1.56
H -0.75 -4.08 3.18